Entry from the OMol25 dataset: 5 unconnected molecules or ions with the total composition C25H39BF3I2N2O11 (the ωB97M-V functional and the def2-TZVPD basis).

Gap between HOMO and LUMO (eV): 6.15
DFT total energy (hartree): -2833.2375
Largest force on an atom (eV Å⁻¹): 1.05
LUMO energy (eV): 1.78
Total charge: -1

Positions of all 83 atoms, in Å:
C 3.98 2.09 -0.67
N 3.25 2.53 -1.84
C 2.21 3.53 -1.58
B 0.75 2.90 -1.81
I 0.52 2.61 -4.14
O 0.57 1.65 -1.12
C -0.82 1.50 -0.97
C -1.17 0.43 0.07
C -1.51 -0.95 -0.50
O -2.75 -0.87 -1.19
C -0.45 -1.53 -1.46
F -0.46 -2.91 -1.43
F 0.80 -1.18 -1.15
F -0.66 -1.21 -2.75
C -1.31 2.93 -0.71
I -1.08 3.42 1.48
C -2.79 3.16 -1.07
C -3.00 3.88 -2.38
N -3.47 3.38 -3.46
O -0.43 3.71 -1.38
H 4.43 2.91 -0.08
H 4.76 1.37 -0.94
H 3.29 1.56 -0.01
H 3.85 2.80 -2.60
H 2.36 4.43 -2.20
H 2.29 3.88 -0.53
H -1.28 1.24 -1.95
H -2.08 0.73 0.60
H -0.35 0.37 0.79
H -1.59 -1.69 0.30
H -3.34 -1.58 -0.93
H -3.29 2.18 -1.10
H -3.28 3.75 -0.28
H -2.76 4.94 -2.39
H -3.63 2.37 -3.35
O -3.58 6.31 2.12
C -3.05 6.33 3.18
O -2.16 7.29 3.55
C -1.58 6.98 4.82
C -2.57 6.05 5.51
C -3.18 5.32 4.31
H -0.61 6.49 4.64
H -1.41 7.91 5.35
H -2.10 5.40 6.24
H -3.34 6.64 6.01
H -2.60 4.44 4.02
H -4.22 5.03 4.44
O -0.46 -3.09 1.85
C 0.26 -4.04 1.78
O -0.19 -5.31 1.97
C 0.91 -6.24 1.90
C 1.99 -5.52 1.09
C 1.74 -4.06 1.47
H 1.24 -6.46 2.92
H 0.54 -7.15 1.43
H 2.99 -5.88 1.32
H 1.81 -5.67 0.03
H 2.28 -3.77 2.37
H 1.96 -3.35 0.68
O -5.30 -2.81 -2.02
C -4.68 -3.45 -2.82
O -5.27 -4.07 -3.86
C -4.31 -4.85 -4.59
C -2.95 -4.24 -4.25
C -3.19 -3.72 -2.84
H -4.38 -5.89 -4.25
H -4.56 -4.81 -5.64
H -2.13 -4.94 -4.34
H -2.76 -3.39 -4.92
H -2.98 -4.47 -2.07
H -2.64 -2.81 -2.61
O 6.74 -0.04 -0.42
C 6.26 -0.80 0.36
O 5.25 -0.45 1.19
C 4.90 -1.53 2.06
C 5.39 -2.79 1.36
C 6.61 -2.26 0.60
H 5.40 -1.37 3.02
H 3.82 -1.50 2.22
H 5.61 -3.60 2.05
H 4.64 -3.13 0.65
H 7.52 -2.29 1.20
H 6.80 -2.76 -0.34

Entry from the OMol25 dataset: 6 unconnected molecules or ions with the total composition C45H52N7O11 (the ωB97M-V functional and the def2-TZVPD basis).

Gap between HOMO and LUMO (eV): 4.71
DFT total energy (hartree): -2955.6921
Largest force on an atom (eV Å⁻¹): 5.93
LUMO energy (eV): -5.77
Total charge: +1

Positions of all 115 atoms, in Å:
C -4.69 -7.09 -10.18
O -4.74 -7.34 -8.73
C -4.71 -8.81 -8.45
C -4.00 -9.00 -6.95
C -5.08 -9.38 -5.77
C -5.38 -8.14 -4.71
C -3.98 -7.57 -4.01
C -4.05 -7.54 -2.36
C -3.41 -6.10 -1.85
C -2.32 -6.27 -0.61
C -1.27 -4.97 -0.58
C 0.24 -5.35 -1.08
C 0.75 -4.53 -2.42
C -0.31 -3.99 -3.59
C 0.45 -3.23 -4.87
N 1.92 -3.02 -4.99
N 2.71 -3.45 -3.97
C 2.36 -4.17 -2.69
H -5.45 -7.83 -10.70
H -3.59 -7.17 -10.63
H -5.07 -5.98 -10.38
H -5.82 -9.21 -8.41
H -4.02 -9.39 -9.21
H -3.22 -9.90 -6.99
H -3.39 -8.02 -6.76
H -6.12 -9.73 -6.16
H -4.59 -10.24 -5.13
H -5.81 -7.26 -5.39
H -6.18 -8.40 -3.90
H -3.78 -6.52 -4.51
H -3.10 -8.28 -4.38
H -3.28 -8.37 -1.98
H -5.13 -7.69 -1.93
H -2.80 -5.67 -2.76
H -4.24 -5.29 -1.60
H -2.93 -6.38 0.39
H -1.75 -7.27 -0.79
H -1.78 -4.08 -1.15
H -1.19 -4.67 0.57
H 1.00 -5.20 -0.18
H 0.23 -6.52 -1.33
H -1.47 -4.13 -3.54
H -0.29 -2.87 -5.73
H 3.75 -3.25 -4.08
H 3.20 -4.48 -1.92
C -5.61 -0.48 -11.54
C -5.20 -1.61 -10.83
C -5.13 -2.85 -11.47
C -5.47 -2.94 -12.83
C -5.89 -1.81 -13.54
C -5.96 -0.58 -12.89
N -5.37 -4.24 -13.51
O -5.02 -5.22 -12.84
O -5.65 -4.28 -14.72
H -5.66 0.49 -11.04
H -4.93 -1.52 -9.78
H -4.81 -3.72 -10.90
H -6.16 -1.87 -14.59
H -6.28 0.31 -13.43
C 4.31 -0.40 -3.00
C 3.20 -0.70 -2.21
C 3.10 -0.18 -0.92
C 4.13 0.64 -0.42
C 5.25 0.93 -1.21
C 5.34 0.40 -2.50
N 4.02 1.21 0.93
O 3.02 0.91 1.60
O 4.93 1.95 1.31
H 4.38 -0.81 -4.01
H 2.41 -1.33 -2.60
H 2.23 -0.42 -0.31
H 6.06 1.56 -0.84
H 6.20 0.63 -3.13
C 2.84 4.16 3.49
C 4.13 4.39 3.00
C 4.67 5.68 3.04
C 3.92 6.73 3.58
C 2.62 6.50 4.06
C 2.09 5.21 4.01
N 4.49 8.08 3.65
O 5.63 8.24 3.20
O 3.80 8.97 4.17
H 2.43 3.15 3.46
H 4.71 3.57 2.59
H 5.68 5.84 2.66
H 2.02 7.30 4.48
H 1.09 5.02 4.39
C 3.65 8.62 7.20
C 3.23 9.23 8.38
C 3.02 8.46 9.52
C 3.23 7.07 9.47
C 3.65 6.46 8.28
C 3.86 7.24 7.14
N 3.03 6.26 10.68
O 2.65 6.83 11.70
O 3.27 5.04 10.60
H 3.83 9.23 6.31
H 3.08 10.30 8.41
H 2.69 8.94 10.44
H 3.81 5.39 8.22
H 4.18 6.78 6.22
C 3.00 7.79 14.46
C 1.75 8.33 14.16
C 1.30 9.47 14.83
C 2.12 10.07 15.80
C 3.37 9.53 16.11
C 3.81 8.38 15.44
N 1.66 11.28 16.49
O 0.54 11.72 16.19
O 2.42 11.80 17.31
H 3.35 6.91 13.94
H 1.13 7.87 13.40
H 0.32 9.88 14.58
H 4.01 9.98 16.87
H 4.78 7.96 15.67

Entry from the OMol25 dataset: a single C10H10INO molecule (the ωB97M-V functional and the def2-TZVPD basis).

ΔE to the lowest compared entry with this formula, charge and spin (eV): 0.000
Gap between HOMO and LUMO (alpha / beta) (eV): 7.21 / 7.21
DFT total energy (hartree): -814.5839
Largest force on an atom (eV Å⁻¹): 4.72
LUMO energy (alpha / beta) (eV): -0.24 / -0.24

Positions of all 23 atoms, in Å:
C -1.35 -2.14 0.43
C -0.19 -2.20 1.22
C -1.51 -1.14 -0.47
C 0.72 -1.16 1.26
C -0.56 -0.07 -0.66
C 0.67 -0.07 0.33
C 2.15 0.33 0.05
C -0.63 0.81 -1.73
C -1.62 0.65 -2.88
C 1.54 1.72 2.15
N 1.41 1.07 0.83
O 3.17 -0.06 -0.40
I 0.51 2.59 -1.75
H -2.22 -2.82 0.55
H -0.09 -3.03 1.74
H -2.39 -0.96 -0.96
H 1.56 -0.99 1.85
H -1.26 1.10 -3.76
H -2.51 1.03 -2.47
H -1.94 -0.35 -2.93
H 1.90 2.70 2.22
H 0.52 1.84 2.54
H 2.14 1.15 2.83

Entry from the OMol25 dataset: a single C3H6N4 molecule (the ωB97M-V functional and the def2-TZVPD basis).

ΔE to the lowest compared entry with this formula, charge and spin (eV): 4.448
Gap between HOMO and LUMO (eV): 9.31
DFT total energy (hartree): -336.7858
Largest force on an atom (eV Å⁻¹): 1.24
LUMO energy (eV): 0.59

Positions of all 13 atoms, in Å:
C 0.62 -1.08 -0.78
C -1.59 0.27 0.82
N -0.20 0.71 0.84
C 0.73 0.11 0.06
N 2.29 0.44 -1.15
N 2.14 0.55 0.08
N 0.95 0.11 -1.57
H -0.08 1.71 0.91
H 1.36 -1.88 -0.72
H -0.39 -1.42 -0.99
H -1.63 -0.79 1.06
H -2.07 0.45 -0.15
H -2.13 0.82 1.59